Record 1
Here is C2H4N2O2S in the gas phase from OMol25. Energies are from wB97M-V/def2-TZVPD.

```
11
Properties=species:S:1:pos:R:3:nbo_charge:R:1
C -0.16 0.18 -0.72 0.166
C 1.18 0.62 1.23 -0.100
H -2.00 -0.69 -2.84 0.484
H 0.38 0.97 -1.22 0.194
H -0.04 -1.06 2.13 0.491
H 1.63 1.38 0.61 0.210
N -1.09 -0.50 -1.26 -0.131
N 0.22 -0.07 0.60 -0.097
O -1.30 -0.08 -2.56 -0.553
O -0.45 -1.08 1.23 -0.505
S 1.64 0.32 2.80 -0.160
```

SMILES: O/N=C/N(O)C=S
Total energy: -736.6673 hartree
Energy above the lowest of the compared OMol25 structures with the same formula, charge and spin: 361.3 kJ/mol
HOMO energy: -8.8 eV



Record 2
Here is C4H7NO2 in the gas phase from OMol25. Energies are from wB97M-V/def2-TZVPD.

```
14
Properties=species:S:1:pos:R:3:nbo_charge:R:1
O 1.49 0.86 -0.92 -0.710
C 0.30 0.12 -0.94 0.112
C 0.25 -1.27 -0.31 -0.253
N -1.12 -0.94 0.15 -0.599
C -0.79 0.49 0.10 -0.187
C -0.23 1.01 1.41 0.428
O 0.03 0.29 2.34 -0.527
H 1.91 0.79 -1.78 0.479
H -0.16 0.12 -1.94 0.175
H 0.98 -1.33 0.51 0.195
H 0.33 -2.16 -0.95 0.189
H -1.31 -1.25 1.10 0.373
H -1.59 1.16 -0.24 0.203
H -0.10 2.11 1.49 0.121
```

SMILES: O=C[C@@H]1NC[C@@H]1O
Total energy: -361.7968 hartree
Energy above the lowest of the compared OMol25 structures with the same formula, charge and spin: 220.7 kJ/mol
HOMO energy: -9.4 eV



Record 3
Here is a molecular structure, C16H36AsClNO7P2S at a distorted geometry from OMol25. Energies are from wB97M-V/def2-TZVPD.

```
65
Properties=species:S:1:pos:R:3:nbo_charge:R:1
C 5.68 1.16 0.31 -0.622
C 5.53 -0.36 0.32 -0.216
N 4.66 -0.88 -0.76 -0.506
C 3.23 -1.00 -0.29 -0.221
C 2.19 -0.49 -1.30 -0.776
As 0.36 0.01 -0.54 1.052
C 0.44 -1.48 0.84 -0.783
C -0.91 -2.12 1.17 -0.074
O -1.58 -2.59 -0.02 -0.503
C -2.74 -3.16 0.23 0.667
O -3.54 -3.34 -0.59 -0.564
O -1.42 0.37 -0.01 -0.872
C -1.64 1.16 1.11 -0.084
C -3.17 1.10 1.52 -0.214
C -3.38 0.31 2.85 -0.606
C -4.08 0.47 0.47 -0.391
C -4.48 1.33 -0.74 -0.221
C -4.58 2.83 -0.47 -0.606
C -5.91 0.88 -1.16 -0.597
P 1.30 1.75 0.80 0.679
O 2.75 2.09 0.03 -1.001
Cl 1.93 1.09 2.69 -0.370
P 0.07 1.62 -2.29 1.412
O -0.29 0.78 -3.67 -1.014
O 1.42 2.48 -2.70 -1.008
S -1.38 2.91 -2.04 -0.717
C 5.13 -2.21 -1.00 0.737
C 5.40 -3.18 0.17 -0.746
O 5.35 -2.61 -2.08 -0.538
H 4.95 1.58 1.01 0.224
H 5.44 1.57 -0.67 0.227
H 6.65 1.49 0.68 0.195
H 6.53 -0.76 0.12 0.182
H 5.24 -0.72 1.31 0.173
H 3.16 -0.57 0.71 0.198
H 3.04 -2.08 -0.18 0.177
H 2.03 -1.30 -2.01 0.211
H 2.67 0.30 -1.88 0.238
H -0.25 -1.03 -1.51 -0.104
H 0.93 -2.32 0.33 0.202
H 0.99 -1.33 1.77 0.228
H -1.53 -1.51 1.82 0.185
H -0.66 -3.03 1.75 0.157
H -2.92 -3.47 1.27 0.076
H -1.13 0.83 2.03 0.152
H -1.48 2.23 0.94 0.193
H -3.53 2.10 1.77 0.191
H -4.26 0.71 3.35 0.199
H -2.53 0.43 3.53 0.198
H -3.51 -0.75 2.63 0.191
H -5.02 0.22 0.98 0.182
H -3.71 -0.48 0.09 0.229
H -3.88 1.16 -1.63 0.217
H -4.97 3.40 -1.31 0.206
H -5.30 2.97 0.35 0.179
H -3.64 3.25 -0.10 0.223
H -6.18 1.35 -2.10 0.196
H -6.01 -0.20 -1.16 0.205
H -6.63 1.27 -0.42 0.182
H 2.59 2.96 -0.36 0.505
H -1.25 0.64 -3.61 0.513
H 1.54 2.38 -3.66 0.496
H 4.86 -2.84 1.05 0.212
H 4.96 -4.14 -0.11 0.234
H 6.46 -3.24 0.38 0.231
```

Total energy: -4989.5813 hartree
Net charge: -1
HOMO energy: -4.3 eV



Record 4
Here is C4H6N2S in the gas phase at a distorted geometry from OMol25. Energies are from wB97M-V/def2-TZVPD.

```
13
Properties=species:S:1:pos:R:3:nbo_charge:R:1
C 2.27 0.15 -0.03 -0.667
C 0.79 0.17 -0.18 0.115
C -1.91 0.44 -0.28 0.063
C -1.53 -0.85 0.39 -0.593
H 2.71 -0.41 -0.85 0.230
H 2.61 1.22 0.02 0.247
H 2.54 -0.40 0.89 0.231
H -2.89 0.56 -0.62 0.190
H -2.34 -1.56 0.31 0.243
H -1.27 -0.62 1.41 0.232
N 0.16 1.30 -0.07 -0.299
N -1.10 1.40 -0.50 -0.222
S -0.03 -1.41 -0.49 0.230
```

SMILES: CC1=NN=CCS1
Total energy: -663.6593 hartree
Energy above the lowest of the compared OMol25 structures with the same formula, charge and spin: 181.8 kJ/mol
HOMO energy: -9.1 eV



Record 5
Here is a molecular structure, C22H26Cl2NO2RhS4 at a distorted geometry from OMol25. Energies are from wB97M-V/def2-TZVPD.

```
58
Properties=species:S:1:pos:R:3:nbo_charge:R:1
Rh -1.03 0.46 -0.26 0.559
C -2.37 -0.88 -2.86 -0.578
C -3.40 -1.17 -1.79 -0.546
S -2.51 -1.28 -0.22 0.509
C -3.77 -0.81 0.98 -0.543
C -3.04 -0.54 2.29 -0.565
S -1.68 0.65 2.17 0.412
C -2.49 2.24 2.35 -0.563
C -3.29 2.68 1.14 -0.550
S -2.22 2.58 -0.30 0.522
C -3.42 2.33 -1.61 -0.544
C -2.65 1.94 -2.85 -0.585
S -1.44 0.62 -2.57 0.626
H -2.84 -0.82 -3.84 0.278
H -1.61 -1.66 -2.91 0.282
H -3.87 -2.13 -1.98 0.277
H -4.18 -0.42 -1.70 0.229
H -4.46 -1.64 1.12 0.272
H -4.32 0.04 0.59 0.218
H -2.58 -1.44 2.68 0.272
H -3.74 -0.18 3.05 0.270
H -1.67 2.93 2.56 0.271
H -3.12 2.20 3.25 0.272
H -3.60 3.72 1.26 0.277
H -4.18 2.08 0.97 0.229
H -3.96 3.26 -1.78 0.276
H -4.14 1.57 -1.30 0.221
H -2.05 2.77 -3.22 0.276
H -3.31 1.62 -3.65 0.275
Cl 5.18 -3.80 -0.34 0.041
C 3.52 -3.53 0.08 -0.068
C 2.62 -4.56 -0.09 -0.200
C 1.28 -4.37 0.22 -0.214
C 0.88 -3.16 0.72 -0.228
C 1.80 -2.14 0.91 -0.082
Cl 1.23 -0.65 1.64 -0.025
C 3.15 -2.26 0.58 0.189
N 4.13 -1.31 0.81 -0.627
C 4.12 0.11 0.81 0.168
C 4.93 0.72 1.75 -0.225
C 5.02 2.10 1.84 -0.170
C 4.29 2.90 0.97 -0.236
C 3.53 2.29 0.00 -0.130
C 3.44 0.90 -0.12 -0.082
C 2.69 0.33 -1.31 -0.557
C 1.22 0.44 -1.17 0.838
O 0.45 -0.58 -1.34 -0.654
O 0.60 1.51 -0.80 -0.639
H 2.98 -5.50 -0.48 0.248
H 0.58 -5.18 0.09 0.233
H -0.16 -2.98 0.99 0.208
H 5.04 -1.71 1.00 0.421
H 5.49 0.10 2.44 0.228
H 5.66 2.55 2.59 0.234
H 4.34 3.98 1.04 0.229
H 3.00 2.90 -0.73 0.205
H 2.93 -0.72 -1.49 0.269
H 2.97 0.90 -2.20 0.277
```

Total energy: -3682.3318 hartree
Energy above the lowest of the compared OMol25 structures with the same formula, charge and spin: 0.0 kJ/mol
Net charge: +2
HOMO energy: -12.3 eV



Record 6
Here is a molecular structure, C22H16F5N3O3PdS at a distorted geometry from OMol25. Energies are from wB97M-V/def2-TZVPD.

```
51
Properties=species:S:1:pos:R:3:nbo_charge:R:1
Pd -0.44 -0.13 -0.54 0.829
O -3.68 -2.55 -1.46 -0.549
C -2.66 -1.90 -1.43 0.634
N -2.39 -0.76 -0.72 -0.692
C -3.37 -0.02 -0.10 0.640
O -4.56 -0.03 -0.29 -0.539
C -2.78 0.92 0.91 0.132
C -3.56 1.48 1.90 -0.202
C -2.98 2.39 2.77 -0.144
C -1.64 2.71 2.62 -0.244
C -0.92 2.08 1.62 0.066
N -1.48 1.21 0.79 -0.428
C -1.46 -2.35 -2.21 0.126
C -1.57 -3.36 -3.15 -0.204
C -0.44 -3.74 -3.85 -0.143
C 0.77 -3.11 -3.59 -0.241
C 0.80 -2.12 -2.62 0.055
N -0.30 -1.75 -1.95 -0.431
H -4.60 1.21 1.96 0.253
H -3.57 2.85 3.56 0.227
H -1.15 3.44 3.25 0.232
H 0.14 2.28 1.47 0.220
H -2.53 -3.83 -3.29 0.257
H -0.50 -4.52 -4.60 0.227
H 1.67 -3.37 -4.11 0.233
H 1.72 -1.60 -2.37 0.235
F 2.51 6.33 -1.01 -0.285
C 2.33 5.02 -0.95 0.255
C 1.17 4.44 -1.41 0.306
F 0.21 5.22 -1.92 -0.296
C 0.99 3.08 -1.34 0.293
F -0.16 2.60 -1.81 -0.299
C 1.95 2.22 -0.80 -0.274
S 1.81 0.47 -0.62 -0.256
C 3.12 2.84 -0.37 0.320
F 4.10 2.09 0.14 -0.296
C 3.31 4.20 -0.43 0.264
F 4.44 4.74 0.04 -0.287
C 1.48 -3.15 1.49 -0.435
C 2.29 -2.01 2.15 -0.438
C 1.21 -1.04 2.62 -0.071
O 0.07 -1.29 1.80 -0.558
C 0.02 -2.70 1.62 -0.069
H 1.64 -4.11 1.99 0.214
H 1.75 -3.27 0.44 0.206
H 2.92 -1.52 1.41 0.226
H 2.91 -2.34 2.97 0.212
H 1.49 0.01 2.51 0.200
H 0.94 -1.22 3.67 0.163
H -0.58 -2.91 0.75 0.190
H -0.45 -3.15 2.50 0.168
```

Total energy: -2263.3666 hartree
Energy above the lowest of the compared OMol25 structures with the same formula, charge and spin: 32.4 kJ/mol
HOMO energy: -8.0 eV



Record 7
Here is a gas-phase ion, C2H2NO2S3 (charge -1) at a distorted geometry from OMol25. Energies are from wB97M-V/def2-TZVPD.

```
10
Properties=species:S:1:pos:R:3:nbo_charge:R:1
C 1.10 -2.49 0.69 0.032
C -0.40 -0.16 0.49 -0.204
N -0.09 -2.84 0.48 -0.847
O -0.39 0.03 1.84 -0.752
O -1.74 -2.01 -1.22 -0.993
S 2.35 -3.37 1.35 -0.293
S 1.38 -0.64 0.15 -0.011
S -1.36 -1.91 0.18 1.380
H 0.46 -0.20 2.23 0.493
H -0.83 0.69 -0.02 0.194
```

Total energy: -1477.2346 hartree
Energy above the lowest of the compared OMol25 structures with the same formula, charge and spin: 82.3 kJ/mol
Net charge: -1
HOMO energy: -4.4 eV



Record 8
Here is C3H3ClFN3 in the gas phase at a distorted geometry from OMol25. Energies are from wB97M-V/def2-TZVPD.

```
11
Properties=species:S:1:pos:R:3:nbo_charge:R:1
C 0.78 -0.25 0.30 0.213
C -0.08 -1.50 0.17 -0.072
C -0.23 0.84 -0.11 0.370
H 0.14 -2.52 0.39 0.222
H -2.23 0.49 -0.80 0.416
H 0.94 2.18 0.04 0.352
N -1.29 -1.21 -0.27 -0.137
N -1.35 0.12 -0.43 -0.440
N -0.03 2.06 -0.15 -0.611
F 1.18 0.04 1.61 -0.330
Cl 2.17 -0.27 -0.76 0.015
```

SMILES: [H]/N=C1/NN=C[C@@]1(F)Cl
Total energy: -840.3960 hartree
Energy above the lowest of the compared OMol25 structures with the same formula, charge and spin: 69.3 kJ/mol
HOMO energy: -9.4 eV



Record 9
Here is a molecular structure, C20H26ClNRe at a distorted geometry from OMol25. Energies are from wB97M-V/def2-TZVPD.

```
49
Properties=species:S:1:pos:R:3:mulliken_spin:R:1
C -0.25 0.10 -4.29 0.007
C 1.13 0.63 -4.64 0.001
C -0.49 -1.27 -4.92 0.001
C -1.37 1.06 -4.63 0.001
Cl -0.12 0.20 -2.48 0.022
H -0.48 -1.26 -6.06 0.000
H -1.46 -1.66 -4.60 0.000
H 0.27 -1.97 -4.58 0.000
H 1.31 0.83 -5.71 0.002
H 1.87 -0.09 -4.27 0.000
H 1.28 1.54 -4.05 0.000
H -1.46 1.31 -5.71 0.001
H -1.21 1.97 -4.06 0.000
H -2.32 0.63 -4.28 0.000
C 0.98 -1.74 2.23 0.095
C 0.23 -2.74 1.54 0.005
C 0.45 -2.57 0.12 0.033
H -0.23 -3.60 2.03 0.010
C 1.43 -1.55 -0.04 0.161
C 1.73 -1.03 1.23 0.117
H 2.47 -0.27 1.44 0.028
H 1.05 -1.66 3.29 0.002
H 0.08 -3.21 -0.67 0.007
H 1.87 -1.27 -0.99 0.029
C -2.45 0.10 1.66 0.062
C -2.23 -1.23 2.14 -0.027
C -2.14 -2.08 0.98 0.086
H -2.29 -1.51 3.18 0.006
C -2.28 -1.28 -0.19 -0.014
C -2.51 0.05 0.24 0.062
H -2.71 0.88 -0.42 0.017
H -2.67 0.95 2.30 0.009
H -2.16 -3.15 0.99 -0.005
H -2.23 -1.62 -1.24 -0.005
Re -0.57 -0.76 1.01 2.159
N 0.11 1.21 1.12 0.088
C 0.78 1.66 2.36 0.005
C 1.97 2.38 2.27 0.004
C 2.70 2.69 3.45 0.007
C 2.22 2.29 4.70 0.007
C 0.96 1.69 4.79 0.008
C 0.22 1.40 3.63 0.028
H 0.65 1.40 0.29 0.009
H -0.71 1.80 1.05 -0.005
H 2.38 2.69 1.30 0.001
H 3.64 3.24 3.40 0.000
H 2.82 2.43 5.61 0.000
H 0.53 1.43 5.77 0.000
H -0.78 0.94 3.69 -0.021
```

Spin multiplicity: 4
Total energy: -1370.1992 hartree
Energy above the lowest of the compared OMol25 structures with the same formula, charge and spin: 167.2 kJ/mol
Net charge: +2
HOMO energy (spin up / spin down): -13.1 / -15.5 eV



Record 10
Here is a molecular structure, C36H37F3MoP2 at a distorted geometry from OMol25. Energies are from wB97M-V/def2-TZVPD.

```
79
Properties=species:S:1:pos:R:3:mulliken_spin:R:1
Mo -1.29 0.67 -1.11 0.386
C -2.45 0.96 -3.22 0.135
C -2.11 -0.30 -2.70 -0.020
C -1.07 -1.24 -3.27 0.059
C 0.17 -0.36 -3.33 0.016
C 0.40 0.49 -2.11 -0.159
C 0.02 1.94 -2.12 0.054
C -0.48 2.65 -3.31 0.049
C -1.74 1.99 -4.01 -0.007
C 1.56 -0.41 2.80 -0.019
H -3.53 1.15 -3.29 0.006
H -3.01 -0.82 -2.31 0.022
H -1.30 -1.62 -4.30 0.002
H -0.96 -2.04 -2.52 -0.010
H 1.10 -0.94 -3.42 0.003
H 0.08 0.31 -4.20 0.000
H 1.43 0.29 -1.78 0.007
H 0.40 2.54 -1.26 0.005
H 0.35 2.78 -4.03 -0.002
H -0.77 3.67 -2.98 -0.001
H -2.46 2.85 -4.09 0.001
H -1.42 1.80 -5.08 0.011
H 0.73 0.10 2.27 0.022
H 1.85 0.29 3.64 0.000
H 1.27 -1.41 3.21 0.003
P -1.00 -1.22 0.88 0.365
P 2.63 -0.37 1.39 -0.010
C 0.47 -1.97 0.21 -0.011
C 1.77 -1.51 0.31 0.133
C -2.21 -2.57 1.21 0.051
C -2.69 -3.45 0.20 0.033
C -3.57 -4.52 0.48 -0.004
C -4.10 -4.70 1.76 0.017
C -3.71 -3.81 2.76 -0.001
C -2.83 -2.74 2.47 0.018
C -3.25 1.05 -0.71 -0.052
C -2.83 2.39 -0.89 -0.004
C -3.68 3.34 -0.31 -0.003
C -4.90 2.92 0.28 0.013
C -5.20 1.54 0.38 0.015
C -4.23 0.54 0.13 -0.005
C 4.09 -1.33 1.77 0.003
C 3.85 -2.63 2.26 0.002
C 4.95 -3.44 2.54 0.000
C 6.25 -2.98 2.35 0.000
C 6.46 -1.72 1.78 0.001
C 5.38 -0.88 1.47 -0.001
C 3.06 1.31 0.77 0.007
C 2.84 2.42 1.60 -0.001
C 3.01 3.71 1.09 0.001
C 3.45 3.93 -0.21 0.000
C 3.78 2.81 -0.97 0.001
C 3.62 1.51 -0.49 0.000
H 0.25 -2.76 -0.53 0.000
H 2.40 -1.90 -0.49 -0.007
H -2.33 -3.30 -0.83 -0.001
H -3.86 -5.19 -0.35 0.000
H -4.81 -5.50 1.93 0.001
H -4.15 -3.94 3.75 0.001
H -2.57 -2.04 3.27 0.003
H -1.97 2.79 -1.49 0.006
H -3.47 4.42 -0.44 0.000
H -5.67 3.68 0.52 0.000
H -6.15 1.20 0.72 0.000
H -4.19 -0.54 0.34 0.000
H 2.80 -2.95 2.40 -0.003
H 4.72 -4.44 2.91 0.000
H 7.05 -3.69 2.55 0.000
H 7.48 -1.44 1.57 0.000
H 5.56 0.11 1.04 0.000
H 2.58 2.29 2.65 0.000
H 2.82 4.58 1.72 0.000
H 3.60 4.94 -0.63 0.000
H 4.20 2.92 -1.95 0.000
H 3.91 0.66 -1.12 0.001
F -1.39 0.82 3.43 0.055
C -1.46 1.58 2.31 0.645
F -2.75 1.96 2.31 0.086
F -0.76 2.73 2.44 0.083
```

Spin multiplicity: 3
Total energy: -2443.5581 hartree
Net charge: +2
HOMO energy (spin up / spin down): -13.4 / -13.2 eV



Record 11
Here is C8H14N2O2S2 in the gas phase at a distorted geometry from OMol25. Energies are from wB97M-V/def2-TZVPD.

```
28
Properties=species:S:1:pos:R:3:nbo_charge:R:1
C -1.80 0.91 0.86 0.684
C -2.70 0.91 -0.45 -0.532
C -2.04 -0.26 -1.37 -0.570
C 1.57 -2.13 -0.05 -0.543
C 2.23 -1.09 -0.93 -0.486
C 2.60 0.20 0.00 0.704
C 0.93 2.00 -1.05 -0.235
C -0.22 2.61 -0.30 -0.219
H -2.85 2.00 -0.85 0.228
H -3.76 0.57 -0.06 0.251
H -1.25 0.07 -2.15 0.214
H -2.90 -0.61 -2.07 0.242
H 2.20 -2.32 0.91 0.249
H 1.36 -3.13 -0.54 0.238
H 3.14 -1.39 -1.35 0.242
H 1.45 -0.57 -1.60 0.210
H 2.53 2.21 0.36 0.411
H 0.52 1.24 -1.72 0.210
H 1.36 2.79 -1.76 0.203
H -1.03 3.04 -0.84 0.215
H 0.21 3.58 0.22 0.203
H -0.50 1.92 1.71 0.412
N 1.94 1.51 -0.14 -0.664
N -0.80 1.70 0.78 -0.609
O -1.98 0.16 1.91 -0.660
O 3.59 0.18 0.82 -0.626
S -1.55 -1.84 -0.53 0.113
S 0.00 -1.51 0.73 0.116
```

SMILES: O=C1CCSSCCC(=O)NCCN1
Total energy: -1369.5362 hartree
Energy above the lowest of the compared OMol25 structures with the same formula, charge and spin: 257.5 kJ/mol
HOMO energy: -8.7 eV



Record 12
Here is 2 unconnected molecules or ions with the total composition C12H26N2O7S from OMol25. Energies are from wB97M-V/def2-TZVPD.

```
48
Properties=species:S:1:pos:R:3:nbo_charge:R:1
C 1.97 0.94 0.95 -0.899
S 1.00 2.25 0.25 2.139
O 1.86 3.02 -0.62 -0.930
O 0.30 2.93 1.30 -0.936
C -0.21 1.34 -0.77 -0.139
C -0.74 0.07 -0.07 -0.432
C -2.25 0.06 0.15 -0.505
C -2.69 1.01 1.25 0.693
N -3.89 1.74 1.05 -0.855
O -2.06 1.10 2.27 -0.550
O -1.32 2.14 -1.16 -0.568
C -1.12 3.50 -1.42 0.815
O -0.43 3.85 -2.34 -0.528
C -1.91 4.39 -0.52 -0.565
C -1.38 5.84 -0.49 -0.062
O -1.26 6.30 0.85 -0.720
H 1.54 0.66 1.91 0.258
H 2.00 0.07 0.29 0.246
H 2.97 1.34 1.09 0.266
H 0.35 1.05 -1.67 0.215
H -0.47 -0.80 -0.67 0.229
H -0.28 -0.07 0.91 0.242
H -2.82 0.20 -0.77 0.218
H -2.51 -0.94 0.53 0.242
H -4.67 1.34 1.56 0.392
H -4.13 1.75 0.06 0.367
H -2.94 4.36 -0.90 0.238
H -1.94 3.99 0.49 0.277
H -0.42 5.90 -1.00 0.192
H -2.09 6.51 -0.97 0.178
H -0.36 6.11 1.16 0.475
C 2.58 -5.54 -0.71 -0.614
C 2.77 -4.42 0.30 -0.082
C 1.47 -3.93 0.96 -0.072
O 0.66 -3.11 0.13 -0.558
C -0.18 -3.80 -0.77 -0.248
N 3.53 -3.34 -0.33 -0.821
H 2.18 -5.17 -1.65 0.201
H 3.53 -6.02 -0.93 0.224
H 1.90 -6.31 -0.33 0.204
H 3.39 -4.81 1.12 0.191
H 1.73 -3.31 1.82 0.184
H 0.88 -4.78 1.34 0.167
H -0.53 -4.74 -0.35 0.174
H 0.33 -4.00 -1.72 0.170
H -1.04 -3.16 -0.97 0.183
H 3.78 -2.64 0.37 0.351
H 2.91 -2.85 -0.98 0.352
```

SMILES: CS(=O)(=O)[C@@H](CCC(N)=O)OC(=O)CCO.COC[C@@H](C)N
Total energy: -1507.1653 hartree
Energy above the lowest of the compared OMol25 structures with the same formula, charge and spin: 0.0 kJ/mol
HOMO energy: -9.7 eV



total energy of number 6 (C22H16F5N3O3PdS)?
-2263.3666 hartree



Among the records above, which one has the lowest total energy?
C16H36AsClNO7P2S



Which value of total energy does entry 9 give?
-1370.1992 hartree